(1)
Formula: C28H45BrIrN2OP2
Source: the Open Molecules 2025 dataset
Level of theory: ωB97M-V with the def2-TZVPD basis set

Element x y z (Å)
1 C -4.6517 -3.5910 -1.0924
2 C -3.9253 -2.8711 -2.0750
3 C -4.6721 -1.9277 -2.8573
4 C -6.0673 -2.1198 -2.9103
5 N -6.6961 -2.9516 -2.1185
6 C -6.0490 -3.6794 -1.2331
7 C -2.5180 -3.1269 -2.0773
8 C -1.3082 -3.3859 -1.9957
9 C 0.0175 -2.8006 -1.7683
10 C 0.4425 -2.3175 -0.5131
11 C 1.8376 -1.8226 -0.3469
12 C 2.2286 -1.1304 -1.5634
13 C 2.0207 -1.7611 -2.8403
14 C 0.9494 -2.6891 -2.8364
15 Ir 1.5417 0.3518 -0.2847
16 P -0.5526 0.7352 0.6025
17 H -4.2530 -1.0618 -3.3748
18 H -4.1670 -4.0659 -0.2431
19 H -6.6780 -1.5927 -3.6342
20 H -6.6198 -4.3668 -0.6299
21 H 0.7407 -3.3163 -3.6897
22 H -0.0894 -2.4724 0.4227
23 H 2.6294 -1.5767 -3.7526
24 H 2.4967 -2.4923 0.2859
25 C -0.6504 2.1443 1.7782
26 C -2.0076 2.8285 2.0371
27 H 0.0685 2.9143 1.4522
28 H -0.2596 1.7444 2.7304
29 H -1.8172 3.6739 2.7203
30 H -2.4685 3.2474 1.1251
31 H -2.7387 2.1663 2.5325
32 C -1.9444 0.9068 -0.6507
33 C -3.3836 0.6998 -0.2481
34 H -1.6592 0.1669 -1.4131
35 H -1.7929 1.9136 -1.0566
36 H -3.9880 1.0953 -1.0700
37 H -3.6375 -0.3624 -0.1478
38 H -3.6844 1.2410 0.6564
39 C -1.1847 -0.7264 1.5208
40 C -2.2855 -0.4635 2.5371
41 H -0.3255 -1.2274 2.0004
42 H -1.5632 -1.3862 0.7230
43 H -2.4751 -1.4188 3.0409
44 H -2.0087 0.2801 3.2942
45 H -3.2276 -0.1453 2.0695
46 Br 3.8466 0.3758 -1.1314
47 P 1.1889 2.3905 -1.6807
48 C -0.1152 3.6825 -1.5050
49 C 0.2523 5.0936 -1.8975
50 H -0.4363 3.6440 -0.4590
51 H -0.9533 3.3498 -2.1235
52 H -0.6075 5.7474 -1.7391
53 H 1.0613 5.5051 -1.3010
54 H 0.5099 5.1795 -2.9485
55 C 2.7554 3.2697 -1.2187
56 C 3.6872 3.5673 -2.3969
57 H 3.2690 2.6467 -0.4602
58 H 2.4763 4.1951 -0.6805
59 H 4.6913 3.7888 -2.0255
60 H 3.7832 2.7442 -3.1083
61 H 3.3568 4.4460 -2.9505
62 C 0.9742 1.7170 -3.3711
63 C 0.8941 2.7011 -4.5261
64 H 0.0246 1.1675 -3.3246
65 H 1.7333 0.9474 -3.5538
66 H 0.8808 2.1577 -5.4753
67 H -0.0196 3.2987 -4.5182
68 H 1.7444 3.3836 -4.5746
69 C 3.5065 0.5205 4.2480
70 N 3.2962 -0.7568 3.5482
71 C 3.9749 -1.9810 3.9914
72 C 2.6793 -0.7613 2.3799
73 O 2.4960 0.2739 1.6763
74 H 4.2644 0.3627 5.0255
75 H 2.5534 0.8606 4.7011
76 H 3.8263 1.2840 3.5162
77 H 3.2552 -2.8075 4.0746
78 H 4.7256 -2.2911 3.2370
79 H 4.4839 -1.8213 4.9456
80 H 2.3431 -1.7915 2.0969

Force components x, y, z for each atom (eV/Å):
-0.343 0.743 -0.766
2.223 -1.074 0.886
0.125 -0.333 0.153
-1.365 0.802 -1.520
0.806 1.289 -0.668
-0.131 -2.195 2.096
0.449 0.357 -0.070
-0.205 1.742 0.104
-0.576 -0.150 -0.502
2.187 -0.243 0.781
-1.298 -0.589 -0.736
1.056 -0.111 0.466
-0.809 -0.439 0.091
0.290 0.530 -0.320
-0.863 1.010 1.014
-2.441 -0.485 0.178
-0.109 -0.336 0.143
-0.190 -0.065 -0.141
-0.037 0.219 -0.205
-0.185 -0.245 0.254
0.142 0.255 -0.427
0.087 -0.560 -0.538
-0.509 -0.082 0.812
-0.507 1.571 -0.441
0.578 0.256 0.214
-0.322 0.095 0.024
-0.095 -0.325 0.149
0.020 0.137 -0.315
-0.108 -0.347 -0.282
0.252 -0.206 0.334
0.391 0.363 -0.297
1.666 0.285 0.034
-0.617 0.077 0.029
-0.046 0.276 -0.109
-0.208 -0.342 -0.139
-0.091 -0.038 0.119
0.098 0.191 0.165
0.086 -0.184 -0.359
0.392 0.065 -0.015
-0.357 -0.200 0.321
-0.322 0.140 -0.048
0.039 0.146 0.300
-0.074 0.300 0.106
-0.012 -0.333 -0.139
0.459 -0.148 0.278
0.203 -2.519 -1.221
0.471 -0.021 0.325
-0.449 -0.857 0.377
0.224 0.555 -0.140
-0.102 0.153 -0.128
-0.003 -0.032 0.078
-0.023 -0.128 0.041
0.053 0.039 -0.005
0.127 -0.038 -0.103
0.192 0.028 0.203
0.253 0.285 -0.099
-0.352 0.538 -0.398
0.008 -0.417 -0.369
-0.122 0.013 -0.002
-0.079 -0.026 0.129
-0.045 -0.029 -0.002
0.164 -0.201 -0.165
0.101 0.442 -0.495
0.053 0.010 0.244
0.081 0.256 0.117
0.024 -0.040 0.156
0.062 -0.024 0.184
-0.045 -0.080 0.073
0.133 0.451 -0.109
-0.479 0.735 -0.959
0.128 -0.977 -0.308
0.623 -1.247 1.414
-1.017 0.116 -0.306
-0.302 0.266 -0.312
0.555 -0.297 -0.152
0.048 -0.332 0.516
0.159 0.259 0.238
-0.269 0.330 0.514
-0.317 0.012 -0.221
0.418 0.956 -0.127

As for the calculated total energy: -4637.8380 a.u. The value obtained for the frontier orbital gap (alpha / beta) is 0.2020 / 0.1540 hartree. As for the energy above the lowest of the compared OMol25 structures with the same formula, charge and spin: 95.21 kcal per mole. The spin multiplicity is 6. Its charge is +4. The value obtained for the LUMO energy (alpha / beta) is -12.32 / -15.45 eV.

Results of the Mulliken charge analysis, in e, for atoms 1 through 8: -0.01, 0.05, -0.10, -0.30, 0.05, -0.49, -0.58, -0.09

=====

(2)
Formula: C6H10N4
Source: the Open Molecules 2025 dataset
Level of theory: ωB97M-V with the def2-TZVPD basis set

Element x y z (Å)
1 C -2.8040 -1.6325 -1.0134
2 C -0.1819 2.3752 1.6889
3 C -2.1395 -0.4928 -1.2963
4 C -0.7637 -0.3666 -1.1661
5 C 0.0811 -1.4788 -0.5294
6 C 2.2932 0.3163 1.4826
7 N -3.4883 -2.4227 -0.5585
8 N 0.6707 1.7506 1.2697
9 N 1.5015 1.1096 0.6475
10 N 0.0067 0.6790 -1.6141
11 H -1.1882 2.7783 2.0244
12 H -2.7478 0.0709 -1.9455
13 H -0.4510 -2.3237 -0.4825
14 H 0.2774 -1.1849 0.5242
15 H 1.0101 -1.6714 -1.0505
16 H 2.5947 0.8803 2.4460
17 H 1.7534 -0.5984 1.7779
18 H 3.2042 0.0556 1.0728
19 H -0.6072 1.3964 -1.8904
20 H 0.9783 0.7595 -1.3875

Force components x, y, z for each atom (eV/Å):
-0.530 -1.011 1.616
-4.083 2.764 1.979
3.469 1.658 -1.169
1.010 -0.938 -0.116
0.608 3.583 0.731
-0.115 0.017 3.810
-1.075 -1.903 0.234
-0.047 -0.688 -0.919
1.226 0.303 -1.502
-2.399 -1.820 -0.108
2.092 -0.930 -0.617
-0.156 1.600 -0.583
-2.023 -3.334 0.081
0.115 -0.172 -0.721
0.188 0.283 -0.127
-0.551 -0.830 -1.114
0.315 0.074 0.165
1.713 -0.619 -1.339
0.360 1.592 -0.629
-0.114 0.371 0.327

As for the calculated total energy: -453.4723 a.u. The value obtained for the frontier orbital gap is 0.3207 hartree. As for the energy above the lowest of the compared OMol25 structures with the same formula, charge and spin: 112.07 kcal per mole. The value obtained for the LUMO energy is 0.61 eV.

Results of the natural (NBO) charge analysis, in e, for atoms 1 through 8: 0.26, 0.01, -0.54, 0.34, -0.65, -0.42, -0.37, 0.01

=====

- What is the formula in the first record?
  C28H45BrIrN2OP2

=====

- Look up the calculated total energy of the first one.
  -4637.8380 a.u.

=====

- Number 1 is which compound?
  C28H45BrIrN2OP2